(1)
Below is a cluster of 2 separate species, C2H7N2S in total at a distorted geometry, with properties calculated with the ωB97M-V functional and the def2-TZVPD basis.

Summary:
Charge = -1
Energy above the lowest of the compared OMol25 structures with the same formula, charge and spin = 0.256 eV
Orbital gap = 7.42 eV
HOMO = -3.3 eV

Each line ends with the Löwdin charge.
Cartesian coordinates (Å):
C1 -0.728 1.331 -0.519  -0.201
N1 0.822 -1.002 -0.164  0.008
C2 1.084 -0.004 -1.069  -0.397
N2 0.482 1.099 -1.345  -0.081
H1 -1.203 2.244 -0.891  0.047
H2 -0.440 1.483 0.523  0.044
H3 -1.433 0.502 -0.581  0.044
H4 1.570 -1.674 -0.111  0.046
H5 0.188 -0.971 0.763  -0.137
H6 2.057 -0.116 -1.555  0.083
S1 -1.251 -0.960 2.017  -0.035
H7 -1.148 -1.932 2.933  -0.421

***

(2)
Below is a cluster of 2 separate species, C11H18O in total at a distorted geometry, with properties calculated with the ωB97M-V functional and the def2-TZVPD basis.

Summary:
Energy above the lowest of the compared OMol25 structures with the same formula, charge and spin = 1.180 eV
Structure (SMILES) = Cc1ccc(O)cc1.CC(C)C
Orbital gap = 9.29 eV
HOMO = -8.5 eV

Each line ends with the Löwdin charge.
Cartesian coordinates (Å):
C1 2.218 2.189 -0.508  -0.047
C2 2.375 0.908 0.292  -0.295
C3 2.093 0.846 1.644  -0.066
C4 1.991 -0.340 2.326  -0.011
C5 2.190 -1.592 1.622  -0.303
O1 1.993 -2.739 2.336  0.052
C6 2.400 -1.517 0.264  -0.038
C7 2.432 -0.288 -0.387  -0.069
H1 1.167 2.477 -0.568  0.072
H2 2.592 2.025 -1.515  0.072
H3 2.715 2.990 0.057  0.080
H4 1.935 1.789 2.161  0.116
H5 1.805 -0.420 3.389  0.105
H6 1.978 -2.437 3.247  0.090
H7 2.836 -2.361 -0.258  0.117
H8 2.571 -0.317 -1.469  0.117
C8 -2.445 1.235 -1.670  -0.077
C9 -2.353 0.112 -0.630  -0.457
C10 -3.703 -0.475 -0.301  -0.117
C11 -1.378 -1.067 -0.916  -0.066
H9 -3.439 1.651 -1.736  0.059
H10 -2.175 0.799 -2.621  0.067
H11 -1.859 2.118 -1.383  0.071
H12 -1.916 0.613 0.245  0.118
H13 -3.981 -1.446 -0.762  0.078
H14 -3.995 -0.622 0.751  0.077
H15 -4.580 0.072 -0.684  0.064
H16 -0.431 -0.955 -0.415  0.043
H17 -1.763 -2.012 -0.516  0.070
H18 -1.271 -1.235 -1.996  0.077